# 1
Computed, not measured: a structure of composition C36H38Cl2NO2PPtSi, with the ωB97M-V functional and the def2-TZVPD basis.

Last column: Mulliken charge in e.
Cartesian coordinates (Å):
Pt -0.2188 0.4783 -0.7678  1.7900
O 2.1472 1.5568 0.4463  -0.6103
C 1.0842 1.8155 -0.0752  0.0748
C 0.7270 3.2943 -0.2420  -0.0765
C 1.6691 4.3028 -0.0476  -0.4639
C 1.2874 5.6215 -0.2225  -0.5599
C -0.0225 5.9424 -0.5786  -0.7217
C -0.9675 4.9466 -0.7613  -0.5964
C -0.5857 3.6210 -0.5956  0.0011
P -1.6101 2.1576 -0.8072  1.0362
C -2.7889 2.1527 0.5756  0.2690
C -2.4754 2.8081 1.7633  -0.4891
C -3.3015 2.6783 2.8699  -0.7653
C -4.4410 1.8908 2.8011  -0.4920
C -4.7567 1.2315 1.6204  -0.8551
C -3.9344 1.3615 0.5134  -0.3446
C -2.6227 2.4483 -2.2831  0.5511
C -3.8212 3.1566 -2.2531  -0.3055
C -4.5117 3.4074 -3.4292  -0.7644
C -4.0090 2.9555 -4.6413  -0.4877
C -2.8164 2.2468 -4.6785  -0.7335
C -2.1276 1.9910 -3.5032  -0.4834
H 2.6794 4.0323 0.2267  0.5726
H 2.0135 6.4128 -0.0892  0.4026
H -0.3026 6.9782 -0.7212  0.4209
H -1.9824 5.2020 -1.0420  0.4588
H -1.5810 3.4150 1.8288  0.3836
H -3.0495 3.1907 3.7890  0.4258
H -5.0832 1.7902 3.6661  0.4004
H -5.6447 0.6156 1.5618  0.4174
H -4.1900 0.8445 -0.4055  0.4750
H -4.2213 3.5086 -1.3092  0.4715
H -5.4439 3.9562 -3.3990  0.4150
H -4.5484 3.1542 -5.5581  0.3838
H -2.4218 1.8938 -5.6221  0.4373
H -1.1904 1.4449 -3.5232  0.1497
N -1.4551 -1.1755 -1.5030  -0.8390
H -0.7045 -1.8467 -1.6669  -0.1146
H -1.9870 -1.0408 -2.3550  0.3159
H -2.0676 -1.5644 -0.7930  0.2741
Cl 1.8080 0.8551 -3.3465  -0.1573
C 3.2129 0.2558 -2.4454  0.9523
Cl 4.5557 1.4019 -2.4866  -0.2013
H 3.5324 -0.6679 -2.9130  0.3235
H 2.8986 0.1076 -1.4186  -0.9481
C 0.7731 -4.3806 -1.2520  -1.8527
C 2.0059 -3.7469 -0.5912  2.1924
C 2.7473 -4.8148 0.2217  -1.9664
C 2.9463 -3.2717 -1.7077  -1.5929
Si 1.4996 -2.2260 0.4529  -0.9785
O 1.1307 -1.0495 -0.5787  0.5942
C 2.9325 -1.7327 1.5745  0.8800
C 2.8606 -1.8528 2.9610  -0.2993
C 3.9157 -1.4714 3.7788  -0.7559
C 5.0743 -0.9562 3.2216  -0.5086
C 5.1680 -0.8181 1.8435  -0.9480
C 4.1079 -1.2009 1.0380  0.2242
C 0.0333 -2.6565 1.5828  0.2258
C -0.0385 -3.8518 2.3042  0.1010
C -1.1115 -4.1429 3.1340  -0.7667
C -2.1521 -3.2368 3.2711  -0.6143
C -2.0995 -2.0349 2.5831  -0.8140
C -1.0197 -1.7560 1.7557  -0.4411
H 1.0337 -5.3512 -1.6879  0.5114
H 0.3996 -3.7626 -2.0749  0.3425
H -0.0459 -4.5454 -0.5483  0.2967
H 3.1949 -5.5472 -0.4594  0.5337
H 2.0800 -5.3684 0.8831  0.3910
H 3.5490 -4.3885 0.8275  0.2795
H 3.1492 -4.0974 -2.3992  0.5396
H 3.9089 -2.9430 -1.3092  0.3176
H 2.5071 -2.4497 -2.2766  0.0365
H 1.9607 -2.2471 3.4197  0.3584
H 3.8304 -1.5762 4.8534  0.3903
H 5.8992 -0.6572 3.8563  0.3724
H 6.0663 -0.4096 1.3972  0.4121
H 4.2022 -1.0731 -0.0341  0.0240
H 0.7655 -4.5729 2.2364  0.1652
H -1.1320 -5.0788 3.6791  0.4137
H -2.9898 -3.4624 3.9190  0.3902
H -2.8909 -1.3030 2.6955  0.4761
H -0.9931 -0.7952 1.2501  0.6773

Its energy relative to the best compared isomer or geometry (same formula, charge and spin) is 0.0 kcal/mol. For the highest occupied orbital energy, the calculation gives -8.25 eV. As for the total charge: 0. The calculation puts the molar mass at 841.75 g mol⁻¹. As for the spin multiplicity: 1.

# 2
Computed, not measured: a structure of composition C36H38CuO2P2, with the ωB97M-V functional and the def2-TZVPD basis.

Last column: Mulliken charge in e.
Cartesian coordinates (Å):
Cu -0.6064 -1.5619 -0.8408  -0.1577
C -0.1021 -3.5545 -0.8348  0.4570
C 0.6404 -2.7544 -1.6959  -0.5055
C 0.2409 -2.4937 -3.1197  -1.1243
C -1.2635 -2.0969 -3.3376  -1.4394
C -1.9983 -1.3958 -2.2253  -0.4446
C -2.5505 -2.0145 -1.1053  1.3799
C -2.6966 -3.4967 -0.9232  -1.1295
C -1.3835 -4.2835 -1.1622  -1.0871
C 0.3942 2.5899 1.3866  -1.3299
H 0.4137 -3.9079 0.0580  0.6179
H 1.6638 -2.4911 -1.3921  0.8094
H 0.4648 -3.3419 -3.7996  0.5013
H 0.8666 -1.6521 -3.4540  0.2121
H -1.2624 -1.3800 -4.1724  0.4809
H -1.8272 -2.9811 -3.6669  0.2354
H -2.1764 -0.3201 -2.3527  0.6658
H -3.2623 -1.4510 -0.4996  -0.0620
H -3.4511 -3.9439 -1.5955  0.3454
H -2.9854 -3.6937 0.1231  0.3722
H -1.4149 -5.1833 -0.5288  0.4629
H -1.3580 -4.6719 -2.1886  0.2839
H 0.5090 1.9572 2.2707  -0.0357
H 0.2658 3.6244 1.7027  0.6524
H 1.3020 2.5427 0.7764  0.5107
P 1.8202 0.0570 0.2593  1.4128
P -1.0461 2.1544 0.4004  2.0341
C 0.6185 0.3173 -1.1113  -0.4833
C -0.5198 1.1300 -0.9662  -1.9023
C 3.3759 0.3675 -0.5769  -0.0565
C 3.8368 0.0423 -1.8672  -0.1104
C 5.1290 0.4589 -2.2283  -0.6464
C 5.9137 1.2007 -1.3387  -0.5556
C 5.4246 1.5619 -0.0752  -0.6303
C 4.1668 1.1340 0.3106  -0.4344
C 2.0702 -1.6034 1.0474  1.0139
C 1.0250 -2.1143 1.8575  -1.0577
C 1.2475 -3.1835 2.7128  -0.4837
C 2.4920 -3.8153 2.7427  -0.7458
C 3.5163 -3.3700 1.8953  -0.6618
C 3.3187 -2.2648 1.0581  -0.7005
C -1.5731 3.7008 -0.3747  -0.0332
C -0.6140 4.4011 -1.1316  -0.5045
C -0.9693 5.6008 -1.7468  -0.6665
C -2.2818 6.0734 -1.6447  -0.5138
C -3.2402 5.3496 -0.9287  -0.6924
C -2.8986 4.1528 -0.2984  -0.2244
C -2.4684 1.4248 1.2448  0.4364
C -2.5087 1.4882 2.6447  -0.5175
C -3.5893 0.9538 3.3392  -0.6920
C -4.6143 0.3023 2.6530  -0.5587
C -4.5851 0.2378 1.2583  -0.5170
C -3.5469 0.8409 0.5460  -0.3492
H 1.0115 0.1429 -2.1305  0.8922
H -1.1140 1.3510 -1.8644  0.9643
H 3.2267 -0.5306 -2.5723  0.2033
H 5.5285 0.2104 -3.2175  0.3938
H 6.9140 1.5254 -1.6215  0.3591
H 5.9970 2.1761 0.6176  0.3997
H 3.7599 1.3704 1.2996  0.3789
H 0.0236 -1.6827 1.8498  0.0848
H 0.4456 -3.4849 3.3867  0.3644
H 2.6665 -4.6450 3.4323  0.3658
H 4.4995 -3.8496 1.9229  0.3635
H 4.1371 -1.8763 0.4383  0.3403
H 0.4028 4.0064 -1.2383  0.3271
H -0.2058 6.1545 -2.2943  0.3950
H -2.5479 7.0076 -2.1352  0.3732
H -4.2581 5.7260 -0.8578  0.3963
H -3.6604 3.5875 0.2456  0.3540
H -1.6844 1.9607 3.1745  0.2455
H -3.6045 1.0434 4.4229  0.4178
H -5.4148 -0.1834 3.2074  0.3990
H -5.3724 -0.2998 0.7290  0.4693
H -3.5936 0.8602 -0.5497  0.6018
O 2.0054 -0.6927 4.6173  -0.6316
C 1.2181 0.1662 4.1544  -0.2145
O 0.1497 0.0895 3.4827  -0.3824
H 1.5478 1.2234 4.3966  0.3084

For the highest occupied orbital energy (spin up / spin down), the calculation gives -5.82 / -6.75 eV. As for the total charge: 0. The expectation value of S² is 0.758. The calculation puts the molar mass at 628.19 g mol⁻¹. As for the spin multiplicity: 2.

> Which value of total charge does entry 1 give?

0

> total charge of number 1 (C36H38Cl2NO2PPtSi)?

0

> What is the total charge in the second record?

0